Entry from the OMol25 dataset: a structure of composition C38H56F3O7Zn at a distorted geometry (ωB97M-V/def2-TZVPD).

Properties
- Total charge: +1
- E_LUMO: -9.214 eV
- Frontier orbital gap: 1.08 eV
- Total energy: -4086.527089 Ha

CARTESIAN COORDINATES (ANGSTROEM)
Zn 1.694 -0.715 -5.927
C -1.183 -0.642 -0.636
C 0.086 0.154 -0.757
O 0.579 0.249 -2.069
H -1.103 -1.667 -0.996
H -1.840 -0.181 -1.373
H -1.587 -0.668 0.376
H 0.831 -0.351 -0.142
H -0.079 1.107 -0.254
F -2.583 -6.123 8.503
C -3.726 -5.453 8.124
C -4.689 -5.064 9.066
C -5.632 -4.133 8.753
C -5.756 -3.590 7.498
C -4.919 -4.080 6.463
C -3.873 -4.949 6.791
H -4.619 -5.440 10.076
H -6.356 -3.877 9.513
H -6.587 -2.948 7.245
H -5.046 -3.713 5.455
H -3.060 -5.126 6.103
F -6.816 5.531 -3.211
C -6.005 6.083 -4.104
C -4.630 5.703 -4.223
C -3.841 6.336 -5.117
C -4.341 7.369 -5.928
C -5.673 7.772 -5.851
C -6.496 7.067 -5.011
H -4.215 4.876 -3.666
H -2.818 6.004 -5.215
H -3.717 7.851 -6.666
H -6.063 8.432 -6.613
H -7.572 7.139 -5.058
F 6.950 -8.930 1.005
C 5.849 -8.292 0.603
C 5.976 -7.312 -0.392
C 4.853 -6.571 -0.792
C 3.633 -6.924 -0.246
C 3.549 -7.936 0.719
C 4.647 -8.638 1.193
H 6.980 -7.107 -0.734
H 4.870 -5.810 -1.558
H 2.712 -6.437 -0.530
H 2.589 -8.087 1.189
H 4.635 -9.441 1.916
C 3.340 5.414 -6.185
C 2.968 4.688 -7.436
O 2.660 3.518 -7.284
C 2.788 5.450 -8.775
H 2.671 6.258 -6.015
H 4.273 5.975 -6.237
H 3.292 4.908 -5.221
H 1.817 5.937 -8.858
H 2.874 4.834 -9.670
H 3.480 6.270 -8.972
C 6.951 -0.028 -2.917
C 6.942 -0.935 -4.161
O 5.944 -1.031 -4.866
C 8.198 -1.662 -4.552
H 7.890 -0.102 -2.370
H 6.225 -0.388 -2.187
H 6.743 1.011 -3.173
H 8.107 -2.728 -4.347
H 8.975 -1.188 -3.952
H 8.511 -1.394 -5.561
C -4.998 -5.898 -1.045
C -5.787 -4.604 -1.215
O -6.399 -4.088 -0.294
C -5.841 -3.917 -2.593
H -3.952 -5.790 -1.333
H -5.341 -6.762 -1.614
H -4.949 -6.155 0.014
H -6.260 -2.918 -2.474
H -6.369 -4.571 -3.287
H -4.814 -3.950 -2.955
C 2.264 -2.425 4.406
C 3.155 -1.221 4.716
O 2.783 -0.302 5.438
C 4.525 -1.215 4.040
H 2.740 -3.404 4.352
H 1.676 -2.276 3.501
H 1.530 -2.494 5.209
H 4.440 -1.311 2.957
H 5.106 -2.025 4.481
H 5.074 -0.312 4.306
C -5.076 2.726 3.770
C -4.777 2.793 5.221
O -5.616 2.579 6.077
C -3.323 2.985 5.599
H -5.833 3.507 3.698
H -5.616 1.798 3.581
H -4.177 2.722 3.153
H -2.760 2.078 5.378
H -3.330 3.092 6.683
H -2.904 3.861 5.102
C 3.406 5.352 1.841
C 2.814 6.556 1.137
O 3.477 7.321 0.491
C 1.324 6.730 1.253
H 2.908 4.519 1.345
H 3.332 5.272 2.926
H 4.484 5.295 1.689
H 0.850 6.050 0.545
H 0.983 7.690 0.866
H 0.996 6.441 2.251

Atoms 1-2, force components in eV/Å:
0.0 0.2 0.2
-0.7 -1.3 -1.0

Atomic partial charges in e from the Mulliken method, atoms 1 to 6:
1. Zn 0.621
2. C -0.955
3. C -0.005
4. O -0.235
5. H 0.301
6. H 0.308